Record 1
Molecular formula: C4H12O3
Method: DFT, ωB97M-V with the def2-TZVPD basis set

Structure (ORCA input):
```
! wB97M-V def2-TZVPD RIJCOSX def2/J DEFGRID3
* xyz 0 1
O 0.917 -0.307 -2.054
O -1.641 -0.537 2.260
H -1.170 1.172 0.001
H -0.053 -1.777 1.511
H -1.720 -2.423 1.543
H -1.052 0.554 -2.241
O 3.519 1.708 0.963
C -0.435 0.378 -0.232
H -0.799 -1.787 -0.712
C -0.090 0.620 -1.699
H 2.909 2.468 0.828
C -1.117 -1.514 1.352
H 4.268 1.878 0.347
H 0.431 0.513 0.445
C -1.201 -0.989 -0.060
H 1.707 0.147 -2.416
H -2.552 -0.876 2.389
H -2.268 -0.848 -0.319
H 0.345 1.617 -1.906
*
```

## Properties
SMILES   OCCCCO.O
Lowest unoccupied orbital energy   0.6 eV
Relative energy (zero: lowest compared OMol25 entry of this formula, charge and spin)   24.89 kcal/mol
Molecular weight   108.14 u

Record 2
Molecular formula: C3H6FNO2
Method: DFT, ωB97M-V with the def2-TZVPD basis set

Structure (ORCA input):
```
! wB97M-V def2-TZVPD RIJCOSX def2/J DEFGRID3
* xyz 0 1
C -2.163 -0.257 0.723
F 2.901 -0.048 -0.792
N 1.493 -1.326 0.329
O -1.985 -0.936 1.687
H -1.362 -0.642 -1.146
H 2.239 -1.444 1.038
C 1.656 -0.599 -0.705
H -0.180 0.015 -0.184
C -1.222 0.112 -0.302
H 0.504 -1.564 0.587
O -3.405 0.131 0.468
H -3.942 -0.053 1.333
H -1.429 1.075 -0.630
*
```

## Properties
Lowest unoccupied orbital energy   0.7 eV
Relative energy (zero: lowest compared OMol25 entry of this formula, charge and spin)   54.04 kcal/mol
Molecular weight   107.08 u

Record 3
Molecular formula: C2H3O2S3
Method: DFT, ωB97M-V with the def2-TZVPD basis set

Structure (ORCA input):
```
! wB97M-V def2-TZVPD RIJCOSX def2/J DEFGRID3
* xyz -1 1
H 0.778 -1.905 -0.082
H -2.316 1.001 0.331
S -2.045 -0.317 0.037
C -0.278 -0.156 -0.448
S 0.110 -1.736 -1.209
O 1.301 -1.004 1.183
S -0.030 1.316 -1.381
C 0.651 -0.025 0.907
O 0.732 1.120 1.329
H 1.096 1.705 -0.667
*
```

## Properties
SMILES   O=C([O-])C(S)(S)S
Lowest unoccupied orbital energy   3.2 eV
Relative energy (zero: lowest compared OMol25 entry of this formula, charge and spin)   6.04 kcal/mol
Molecular weight   155.25 u

Record 4
Molecular formula: C29H35N7O2
Method: DFT, ωB97M-V with the def2-TZVPD basis set

Structure (ORCA input):
```
! wB97M-V def2-TZVPD RIJCOSX def2/J DEFGRID3
* xyz 0 1
H 19.539 4.722 -6.892
H 21.801 -0.070 -14.112
H 18.067 6.414 -8.436
C 22.003 2.455 -16.468
H 23.345 1.296 -6.196
H 19.146 3.153 -14.806
H 23.182 0.626 -16.227
H 16.736 5.388 -3.786
C 26.233 -7.260 -1.204
C 15.779 -2.178 -6.365
C 24.727 -5.620 -2.010
N 16.794 6.617 -6.937
C 27.645 1.698 0.444
H 18.782 4.327 -4.684
C 16.972 -1.817 -6.943
H 30.847 1.261 1.292
H 23.790 -5.125 -2.221
C 23.193 5.243 -3.014
N 20.795 3.066 -16.102
C 16.858 -1.030 -8.063
N 22.388 5.085 -1.969
C 20.043 2.612 -15.070
H 28.636 2.147 2.251
H 26.385 -8.287 -0.908
H 13.683 -2.276 -6.613
N 15.695 -0.916 -8.797
C 22.319 1.180 -15.889
C 29.907 1.258 0.761
C 27.757 0.954 -0.747
C 14.594 -2.015 -7.131
H 17.714 -0.448 -8.371
C 18.166 4.934 -5.331
C 20.356 1.430 -14.453
C 26.993 -5.145 -1.891
N 25.735 -4.768 -2.172
H 23.075 6.710 -4.666
H 24.661 -1.747 -7.298
H 15.445 6.875 -5.293
H 23.034 -1.926 -6.424
C 14.600 -1.562 -8.432
H 22.309 4.162 -1.567
H 28.301 -6.720 -1.103
H 30.833 -0.035 -0.803
H 26.747 2.150 0.839
H 22.611 2.866 -17.260
C 18.633 5.234 -6.605
H 26.889 1.090 -1.375
H 17.878 -1.885 -6.359
C 21.515 0.729 -14.780
C 17.914 6.105 -7.412
N 23.139 1.051 -7.154
C 27.319 -6.381 -1.399
C 23.208 -0.202 -7.624
H 19.751 1.085 -13.627
N 28.851 0.250 -1.113
H 23.014 1.813 -7.805
C 23.202 6.645 -3.586
H 21.502 5.559 -1.867
H 24.152 -0.805 -5.882
O 22.776 -0.414 -8.755
C 28.743 1.771 1.244
C 23.813 -1.268 -6.809
O 23.816 4.312 -3.508
H 24.050 7.285 -3.344
C 16.371 6.443 -5.643
H 22.495 7.321 -3.103
C 24.915 -6.873 -1.406
C 29.960 0.405 -0.345
C 17.027 5.556 -4.813
H 13.695 -1.566 -9.021
H 15.832 -2.409 -5.311
H 24.105 -7.468 -1.012
H 27.814 -4.461 -2.048
*
```

## Properties
SMILES   c1ccncc1.c1ccncc1.c1ccncc1.c1ccncc1.c1ccncc1.CC(N)=O.CC(N)=O
Lowest unoccupied orbital energy   0.2 eV
Molecular weight   513.65 u

Record 5
Molecular formula: C38H38N4O5S3Sc
Method: DFT, ωB97M-V with the def2-TZVPD basis set

Structure (ORCA input):
```
! wB97M-V def2-TZVPD RIJCOSX def2/J DEFGRID3
* xyz 1 1
H 2.518 -3.755 1.297
H 1.848 -4.121 -1.600
S -0.165 3.848 0.549
H -2.084 1.572 0.379
H 0.492 -0.471 -5.956
H -5.163 1.554 0.314
S 3.696 2.441 -1.305
O 0.187 -0.526 -1.338
C -3.209 -0.554 1.932
C -1.183 1.639 4.202
C 0.098 3.577 -1.972
H -4.888 -0.562 0.912
H -2.935 0.000 -3.753
O 1.089 -2.571 3.847
H 4.954 2.302 2.049
C 1.405 -1.131 3.605
H 2.425 1.578 1.932
C 1.409 0.000 -4.146
C 0.912 0.609 -1.719
O 0.393 -2.076 5.932
C -0.042 0.827 4.251
H -2.629 -2.016 -4.579
H 3.474 -3.854 -0.194
C -0.291 -1.474 -2.236
C -2.236 1.226 3.413
C 0.408 0.060 -5.017
C 1.378 -3.178 -1.302
H -3.044 -0.262 -1.047
H -2.269 -5.408 -4.172
H -3.097 2.742 -0.435
H 0.417 -3.946 5.130
Sc 0.828 -0.859 0.845
N 2.142 -1.022 2.408
H 2.075 1.685 -2.986
H -4.037 0.920 -1.895
C -2.140 0.043 2.665
C -3.042 1.691 -0.132
N -4.179 0.043 1.301
C 0.607 -2.866 5.054
H 3.925 -1.255 0.328
H -2.604 -4.219 -5.428
H -1.045 -5.038 -5.379
O -0.788 -1.658 1.740
H 4.883 -2.500 1.082
H 0.319 3.171 -2.947
C -0.680 5.132 -0.451
H -0.554 3.646 4.623
H 2.290 -0.571 -4.424
C -0.495 4.854 -1.772
C -0.230 -3.756 -3.012
H 4.224 -0.881 2.771
C -4.202 1.441 0.819
H -3.156 1.792 3.432
C -1.337 -1.193 -3.104
C 0.264 -2.761 -2.173
C 1.476 0.784 -2.903
C -3.080 0.790 -1.355
C 2.938 -3.171 0.472
H -3.227 -1.638 1.888
H -1.099 6.025 -0.022
C -1.916 0.169 -3.368
O 0.450 1.026 0.606
C -1.832 -4.603 -4.763
C 3.870 -2.094 1.034
C 3.014 1.866 1.076
H -4.207 2.125 1.662
C -0.948 -0.713 2.667
H 0.774 1.114 4.905
C -1.814 -2.239 -3.898
H 0.225 -4.737 -2.971
H -0.758 5.533 -2.568
C 4.870 2.607 -0.079
N 1.810 -2.575 -0.271
H -0.997 2.721 6.052
H 3.512 -2.459 3.111
C 2.504 1.889 -0.191
C 3.468 -1.602 2.424
C 0.328 2.914 -0.803
H 5.864 2.940 -0.323
H 1.971 -0.844 4.503
N -1.938 1.033 -2.210
S -1.078 0.977 -4.790
C -1.289 -3.518 -3.882
C 1.034 1.606 -0.516
C -1.251 2.901 5.008
H -2.250 3.334 4.976
H -1.846 2.007 -2.471
C 0.108 -0.338 3.524
C 4.376 2.265 1.140
*
```

## Properties
Lowest unoccupied orbital energy   -3.4 eV
Relative energy (zero: lowest compared OMol25 entry of this formula, charge and spin)   68.84 kcal/mol
Molecular weight   771.90 u

Record 6
Molecular formula: C8H4FeNO6
Method: DFT, ωB97M-V with the def2-TZVPD basis set

Structure (ORCA input):
```
! wB97M-V def2-TZVPD RIJCOSX def2/J DEFGRID3
* xyz -1 5
C 0.788 0.028 4.702
C -1.493 2.512 -0.111
O -2.096 0.164 -0.251
C 1.502 -0.126 2.426
H -1.353 0.098 4.920
O -0.342 2.072 -0.365
C -0.522 0.031 4.236
O -3.775 1.611 0.090
H 2.856 -0.045 4.059
N 0.240 -0.124 1.982
H -1.745 -0.025 2.463
C 1.814 -0.044 3.777
H 0.997 0.082 5.761
Fe 0.094 0.035 -0.311
O 3.776 -0.176 1.742
C -0.744 -0.041 2.872
O 2.190 -0.426 0.186
O -1.875 3.643 0.094
C -2.616 1.297 -0.082
C 2.613 -0.243 1.363
*
```

## Properties
Lowest unoccupied orbital energy (spin up / spin down)   2.5 / 2.2 eV
Relative energy (zero: lowest compared OMol25 entry of this formula, charge and spin)   28.31 kcal/mol
Molecular weight   265.97 u

Record 7
Molecular formula: CH7NO4
Method: DFT, ωB97M-V with the def2-TZVPD basis set

Structure (ORCA input):
```
! wB97M-V def2-TZVPD RIJCOSX def2/J DEFGRID3
* xyz 0 1
H 0.666 -0.294 1.428
O -1.074 1.972 0.062
O 1.400 -0.217 -1.727
H 0.592 0.312 -1.693
C -0.802 0.857 0.420
H 0.520 1.340 1.852
N 0.142 0.549 1.357
O -1.319 -0.232 -0.205
H -1.003 -1.045 0.216
H 1.875 0.176 -2.467
O 0.858 -2.199 0.413
H 1.211 -2.062 -0.482
H 1.152 -3.091 0.648
*
```

## Properties
SMILES   NC(=O)O.O.O
Lowest unoccupied orbital energy   0.4 eV
Relative energy (zero: lowest compared OMol25 entry of this formula, charge and spin)   3.52 kcal/mol
Molecular weight   97.07 u

Record 8
Molecular formula: C6H12Cl3FeO2
Method: DFT, ωB97M-V with the def2-TZVPD basis set

Structure (ORCA input):
```
! wB97M-V def2-TZVPD RIJCOSX def2/J DEFGRID3
* xyz 0 6
C 2.811 0.059 3.443
H 1.516 1.273 4.610
C -2.835 -0.051 -3.411
H 4.816 0.516 3.211
C -2.734 -1.519 -3.831
Cl 1.925 -0.580 -1.885
H 4.406 -1.033 2.386
H -3.917 1.815 -3.741
H 3.197 1.240 5.227
C 4.205 -0.386 3.240
H -3.256 1.122 -5.232
O 2.013 0.175 2.475
H 2.020 -0.120 5.432
C 2.400 0.655 4.767
C -3.702 0.884 -4.266
Fe -0.152 0.323 0.004
O -2.160 0.373 -2.445
H -2.210 -1.439 -4.783
Cl -0.697 3.272 0.708
Cl -1.799 -1.848 1.433
H 4.551 -1.008 4.066
H -2.030 -2.093 -3.229
H -4.667 0.389 -4.375
H -3.701 -2.021 -3.804
*
```

## Properties
Lowest unoccupied orbital energy (spin up / spin down)   -2.2 / -4.8 eV
Relative energy (zero: lowest compared OMol25 entry of this formula, charge and spin)   188.24 kcal/mol
Molecular weight   278.36 u

Record 9
Molecular formula: C6H12Cl12
Method: DFT, ωB97M-V with the def2-TZVPD basis set

Structure (ORCA input):
```
! wB97M-V def2-TZVPD RIJCOSX def2/J DEFGRID3
* xyz 0 1
Cl 9.642 -14.228 4.548
H 1.212 -1.308 3.378
Cl 1.255 -17.084 0.696
C 10.125 -4.069 -0.411
Cl 1.292 -3.241 4.820
Cl 0.241 -9.187 10.936
Cl 2.975 -9.622 2.654
H 5.173 -9.597 1.843
C 10.424 -15.967 4.667
Cl 12.173 -15.824 5.043
C 1.975 -1.997 3.739
H 9.949 -16.609 5.410
Cl 1.466 -6.591 11.138
Cl 3.349 -19.041 1.038
Cl 2.731 -2.794 2.299
H 10.271 -16.376 3.669
H 9.791 -4.282 -1.427
H 0.520 -7.661 9.116
H 2.674 -17.227 2.409
H 3.566 -16.668 0.897
Cl 9.911 -5.597 0.403
H 4.196 -8.581 0.859
H 9.538 -3.305 0.099
C 4.201 -9.553 1.352
C 2.819 -17.330 1.334
Cl 4.059 -10.835 0.156
H 2.765 -1.469 4.274
Cl 11.916 -3.555 -0.355
H -0.565 -7.105 10.476
C 0.363 -7.601 10.193
*
```

## Properties
SMILES   ClCCl.ClCCl.ClCCl.ClCCl.ClCCl.ClCCl
Lowest unoccupied orbital energy   0.3 eV
Relative energy (zero: lowest compared OMol25 entry of this formula, charge and spin)   30.35 kcal/mol
Molecular weight   509.60 u

Record 10
Molecular formula: C18H36O20S2
Method: DFT, ωB97M-V with the def2-TZVPD basis set

Structure (ORCA input):
```
! wB97M-V def2-TZVPD RIJCOSX def2/J DEFGRID3
* xyz 0 1
S -2.386 -6.030 -6.985
H -2.357 -1.772 8.484
H 0.292 -5.600 -4.381
H 9.692 -1.259 1.138
C -1.079 -7.411 -6.968
O -3.604 -7.065 0.981
O -4.896 7.225 -1.515
H -6.273 7.214 -5.230
O -3.974 -4.887 1.324
O -2.778 -5.871 -8.432
H -0.194 -7.141 -6.390
H -5.016 9.840 -4.532
O 6.852 -1.309 -0.359
C -5.139 7.656 -2.616
C -0.750 0.217 7.030
C 3.146 7.970 2.929
C -1.452 -1.800 7.877
O -1.338 -4.752 -6.632
C -4.168 -8.309 1.343
H 10.215 0.407 0.796
O -0.524 1.178 6.288
H -4.837 -8.540 0.514
H -1.302 -2.656 7.218
O 2.289 8.828 3.452
H 0.290 8.245 3.107
O -5.001 -6.596 2.523
H -0.422 -1.258 9.629
O -1.648 -0.746 6.919
C -4.917 -7.986 2.643
O 7.323 -0.781 2.101
H -4.358 8.381 -5.489
H 7.730 0.678 0.711
H -2.792 2.554 0.535
H 8.041 1.219 2.189
C -1.074 -4.365 -5.255
C -0.161 -1.375 8.577
C -6.192 8.007 -4.486
O -6.333 7.522 -3.178
H 4.368 -0.521 2.266
S 6.335 -1.574 1.004
O 4.177 7.567 3.443
C 0.438 -4.730 -5.021
H 0.792 2.504 -4.468
H -1.589 -8.259 -6.513
O 6.092 -2.916 1.521
H 5.073 0.466 0.998
H 0.729 7.226 1.380
H 3.988 -1.040 0.698
H -2.485 1.094 0.282
H -5.894 -8.469 2.612
H -1.212 -3.300 -5.064
H -0.855 -7.740 -7.982
C -4.895 8.760 -4.620
O 0.063 -0.009 8.131
H -4.460 -8.297 3.582
H -3.574 -9.176 1.634
H 1.029 -3.913 -4.607
C 4.784 -0.552 1.259
H 0.973 -5.008 -5.929
C -4.128 -6.062 1.633
O 2.707 7.731 1.700
H -1.580 -4.966 -4.499
H 0.755 9.821 2.422
O -4.293 8.283 -3.481
H -7.030 8.689 -4.636
C 9.606 -0.218 1.449
H 0.575 2.752 -2.990
O -3.334 -6.103 -5.810
C 1.380 8.096 1.470
H 9.985 -0.241 2.471
C 8.211 0.308 1.616
O -2.114 1.971 0.194
C 1.113 8.827 2.691
H 1.339 8.749 0.598
O 1.219 2.420 -3.616
H 0.807 -1.806 8.320
*
```

## Properties
SMILES   CCOS(C)(=O)=O.CCOS(C)(=O)=O.O=C1OCCO1.O=C1OCCO1.O=C1OCCO1.O=C1OCCO1.O.O
Lowest unoccupied orbital energy   0.4 eV
Relative energy (zero: lowest compared OMol25 entry of this formula, charge and spin)   133.83 kcal/mol
Molecular weight   636.60 u

Record 11
Molecular formula: C6H8LiO
Method: DFT, ωB97M-V with the def2-TZVPD basis set

Structure (ORCA input):
```
! wB97M-V def2-TZVPD RIJCOSX def2/J DEFGRID3
* xyz 1 1
C 6.364 4.379 5.174
C 4.894 6.270 5.124
C 5.984 5.592 5.685
H 4.333 6.050 6.878
C 4.031 5.576 4.273
H 3.157 5.429 7.579
H 4.486 7.193 5.416
H 3.025 5.963 4.068
O 4.144 5.282 7.286
H 7.148 3.842 5.516
H 6.389 5.829 6.548
H 5.898 2.900 3.712
Li 3.814 2.540 6.059
H 3.854 3.852 2.905
C 4.354 4.381 3.718
C 5.574 3.820 4.134
*
```

## Properties
Lowest unoccupied orbital energy   -4.8 eV
Molecular weight   103.07 u

Record 12
Molecular formula: C3H3Cl2F
Method: DFT, ωB97M-V with the def2-TZVPD basis set

Structure (ORCA input):
```
! wB97M-V def2-TZVPD RIJCOSX def2/J DEFGRID3
* xyz 0 1
Cl -0.939 -0.683 -2.806
Cl -0.639 1.508 1.525
C 0.454 0.107 1.149
H -1.198 0.911 -0.942
C -0.524 0.175 -1.291
H 1.536 0.399 1.327
C 0.196 -0.298 -0.285
H 0.163 -0.698 1.735
F 0.952 -1.422 -0.413
*
```

## Properties
SMILES   F/C(=C\Cl)CCl
Lowest unoccupied orbital energy   0.8 eV
Relative energy (zero: lowest compared OMol25 entry of this formula, charge and spin)   10.76 kcal/mol
Molecular weight   128.96 u